{"formula": "C65H58CaF3Ge2N2O4Sb", "method": "ωB97M-V/def2-TZVPD", "species": ["Ca", "C", "C", "C", "C", "C", "C", "Ge", "C", "C", "C", "C", "C", "C", "C", "C", "C", "C", "C", "C", "H", "H", "H", "H", "H", "H", "H", "H", "H", "H", "H", "H", "H", "H", "H", "O", "C", "O", "C", "C", "Ge", "C", "C", "C", "C", "C", "C", "C", "C", "C", "C", "C", "C", "C", "C", "C", "C", "C", "C", "H", "H", "H", "H", "H", "H", "H", "H", "H", "H", "H", "H", "H", "H", "H", "H", "H", "H", "H", "N", "C", "C", "O", "O", "H", "H", "H", "H", "H", "F", "C", "C", "C", "C", "C", "C", "Sb", "C", "C", "C", "C", "F", "C", "C", "C", "C", "C", "C", "F", "C", "C", "H", "H", "H", "H", "H", "H", "H", "H", "H", "H", "H", "H", "N", "C", "C", "C", "C", "C", "C", "H", "H", "H", "H", "H", "H", "H"], "xyz": [[0.205223, -0.277902, 0.272400], [-0.203868, 4.263771, 4.674646], [-1.515137, 4.176303, 4.236462], [-1.930659, 3.091567, 3.482114], [-1.042423, 2.062397, 3.181483], [0.271917, 2.157099, 3.631741], [0.690216, 3.250739, 4.368695], [-1.635393, 0.429215, 2.184364], [-3.598632, 0.737188, 1.887825], [-4.543227, 0.041807, 2.632815], [-5.878544, 0.402397, 2.584237], [-6.287313, 1.449615, 1.775152], [-5.358388, 2.125195, 1.000078], [-4.025304, 1.761933, 1.051345], [-1.582455, -1.079976, 3.473933], [-1.266224, -0.864817, 4.808999], [-1.409619, -1.888033, 5.730294], [-1.850511, -3.136364, 5.321151], [-2.145299, -3.365654, 3.985704], [-2.001789, -2.342373, 3.066740], [0.114571, 5.114585, 5.257557], [-2.221803, 4.950871, 4.492949], [-2.957051, 3.033485, 3.139447], [0.966539, 1.360483, 3.402651], [1.710891, 3.312425, 4.715261], [-4.232297, -0.775178, 3.270179], [-6.600236, -0.130321, 3.186195], [-7.326918, 1.738993, 1.745151], [-5.675016, 2.937135, 0.361581], [-3.298193, 2.282651, 0.438633], [-0.930837, 0.113989, 5.129874], [-1.190493, -1.705459, 6.772311], [-1.971564, -3.929706, 6.042910], [-2.499058, -4.336601, 3.668642], [-2.236806, -2.518713, 2.019821], [1.547744, -0.125252, 1.865760], [1.606008, -1.376833, 1.875383], [0.928188, -2.057414, 1.080719], [2.530482, -2.034520, 2.876913], [3.418571, -3.066681, 2.201379], [5.034262, -2.321872, 1.249505], [4.739738, -0.719649, 0.093687], [5.825350, 0.128140, -0.110590], [5.742606, 1.195765, -0.983739], [4.568323, 1.434679, -1.676788], [3.475813, 0.605561, -1.477502], [3.564565, -0.462162, -0.596904], [6.466955, -1.757169, 2.499541], [7.646787, -2.487923, 2.565246], [8.699202, -2.065718, 3.357286], [8.581464, -0.904856, 4.102148], [7.410544, -0.166990, 4.046257], [6.363826, -0.589874, 3.247128], [5.826062, -3.786470, 0.167035], [5.571981, -5.118746, 0.468921], [6.213609, -6.134119, -0.220079], [7.129556, -5.830599, -1.212688], [7.403751, -4.506617, -1.511982], [6.754044, -3.495007, -0.827717], [1.894335, -2.508082, 3.630315], [3.118288, -1.257127, 3.367581], [2.808198, -3.643089, 1.505378], [3.803044, -3.757658, 2.953625], [6.748026, -0.060873, 0.423051], [6.599558, 1.833472, -1.140030], [4.515446, 2.259266, -2.371162], [2.560146, 0.765275, -2.042260], [2.713345, -1.123269, -0.469251], [7.742151, -3.391317, 1.977615], [9.613870, -2.639338, 3.386348], [9.402027, -0.572862, 4.720190], [7.318530, 0.743811, 4.620068], [5.457952, 0.001691, 3.187983], [4.868535, -5.361030, 1.255932], [6.003554, -7.163485, 0.026506], [7.630684, -6.616942, -1.755637], [8.124588, -4.262150, -2.277827], [6.963162, -2.459699, -1.067182], [-1.345609, 5.043975, -0.269762], [-0.523363, 3.923168, 0.174757], [-0.806532, 2.760077, -0.763516], [-1.592988, 3.062760, -1.759216], [-0.353412, 1.636625, -0.620670], [-0.837119, 5.917690, -0.287560], [-2.161702, 5.163201, 0.318490], [-1.819611, 4.034701, -1.637508], [-0.711842, 3.599392, 1.204777], [0.543619, 4.152206, 0.126398], [-1.821357, -7.238885, -5.287493], [-1.444572, -6.163409, -4.579128], [-0.157001, -5.677675, -4.728871], [0.219128, -4.552734, -4.018014], [-0.680038, -3.925839, -3.168522], [-1.958717, -4.445047, -3.015422], [-2.352706, -5.567275, -3.722454], [-0.176909, -2.031167, -2.240600], [1.830663, -2.013042, -3.009542], [2.769972, -2.857416, -2.429421], [4.077116, -2.869964, -2.878381], [4.428614, -2.013193, -3.906113], [5.699969, -1.992366, -4.337968], [3.509668, -1.174889, -4.511036], [2.203525, -1.180832, -4.054885], [-1.021974, -0.848031, -3.835884], [-0.937912, 0.532259, -3.722326], [-1.515783, 1.363569, -4.662921], [-2.182595, 0.787186, -5.729106], [-2.773334, 1.585028, -6.634179], [-2.261782, -0.585208, -5.881886], [-1.678901, -1.399940, -4.926371], [0.524737, -6.172428, -5.401208], [1.221115, -4.161657, -4.134682], [-2.664260, -3.967391, -2.346486], [-3.346621, -5.976952, -3.627808], [2.478038, -3.524034, -1.625472], [4.815951, -3.517695, -2.436105], [3.827719, -0.541054, -5.324037], [1.461941, -0.542530, -4.519864], [-0.413891, 0.972203, -2.882793], [-1.464872, 2.436314, -4.575162], [-2.779030, -0.997255, -6.733777], [-1.738104, -2.472980, -5.036780], [2.244526, 2.489723, 0.771695], [3.144303, 3.539605, 0.882301], [3.909103, 3.714206, 2.036997], [4.762071, 4.794839, 2.149969], [4.848884, 5.730954, 1.131728], [4.081167, 5.574264, -0.011437], [3.239139, 4.487081, -0.137706], [2.075177, 2.180835, -0.176775], [2.414136, 1.712829, 1.395991], [3.836468, 2.986141, 2.832625], [5.369799, 4.907347, 3.036617], [5.516853, 6.572268, 1.220286], [4.141285, 6.300115, -0.809963], [2.661352, 4.347330, -1.044602]], "forces_ev_per_a": [[-0.632, 0.872, -2.537], [-0.014, 0.001, -0.018], [-0.063, 0.100, 0.028], [-0.266, -0.145, -0.151], [0.141, -0.539, -0.549], [0.089, -0.192, -0.078], [0.056, 0.050, 0.092], [-2.267, 0.817, 2.642], [0.862, -0.163, -0.291], [0.200, -0.208, 0.148], [-0.131, 0.020, 0.004], [-0.032, 0.004, 0.018], [-0.060, 0.115, -0.100], [0.190, 0.036, -0.076], [0.267, 0.214, -0.665], [0.109, 0.297, -0.004], [0.001, -0.050, 0.122], [-0.014, 0.001, 0.008], [-0.044, -0.118, 0.010], [-0.044, 0.007, -0.305], [0.042, 0.074, 0.051], [-0.078, 0.096, 0.005], [-0.022, 0.038, 0.066], [0.072, 0.050, 0.040], [0.107, -0.007, 0.013], [-0.027, -0.007, 0.063], [-0.046, -0.046, 0.029], [-0.087, 0.008, -0.008], [-0.032, 0.043, -0.070], [-0.041, 0.113, -0.066], [-0.004, -0.019, 0.069], [0.039, 0.002, 0.065], [0.002, -0.072, 0.068], [0.021, -0.047, -0.034], [-0.021, -0.064, 0.088], [0.580, 1.518, 0.955], [1.524, -1.009, 1.873], [-0.019, -2.092, -0.083], [-0.051, 0.147, -0.172], [0.523, 0.103, -0.351], [0.154, -0.192, 0.017], [0.036, -0.637, 0.535], [0.041, -0.203, 0.164], [0.031, 0.142, -0.162], [-0.016, 0.041, -0.011], [-0.136, -0.081, -0.120], [-0.136, 0.104, -0.012], [-0.511, -0.236, -0.399], [-0.107, -0.153, -0.134], [0.141, -0.012, 0.084], [0.059, -0.004, 0.012], [-0.017, 0.125, 0.108], [-0.199, 0.016, -0.043], [-0.254, 0.547, 0.381], [-0.164, 0.135, 0.113], [-0.015, -0.182, 0.004], [-0.012, -0.018, -0.025], [0.074, 0.070, -0.104], [-0.009, 0.188, 0.096], [-0.058, 0.000, 0.005], [-0.153, 0.011, 0.055], [0.110, -0.110, -0.058], [0.100, -0.017, -0.084], [0.073, 0.060, 0.006], [0.071, 0.078, 0.007], [-0.051, 0.088, -0.075], [0.039, 0.030, -0.020], [0.068, -0.074, -0.074], [0.087, -0.065, -0.015], [0.073, -0.049, 0.026], [0.070, 0.038, 0.052], [-0.009, 0.070, 0.053], [-0.032, 0.119, 0.032], [-0.031, -0.113, 0.009], [-0.021, -0.128, 0.010], [0.047, -0.114, -0.015], [0.056, 0.023, -0.087], [0.082, 0.062, -0.083], [-0.085, 0.191, 0.206], [-0.061, -0.030, -0.038], [-0.345, 1.126, -0.110], [0.046, -0.362, -0.121], [-0.030, 0.052, -0.245], [-0.010, -0.035, 0.000], [0.068, 0.086, 0.047], [0.249, -0.130, 0.190], [0.035, 0.013, -0.157], [-0.093, -0.032, -0.020], [0.020, 0.067, 0.087], [0.106, 0.144, 0.061], [-0.217, -0.202, -0.087], [0.127, 0.116, 0.036], [0.078, 0.554, 0.590], [-0.022, 0.089, 0.127], [-0.057, -0.179, -0.152], [-0.054, -0.760, -1.914], [-0.414, 0.066, 0.321], [-0.061, -0.028, -0.058], [0.142, -0.044, -0.130], [-0.158, 0.038, 0.012], [-0.052, -0.051, 0.053], [0.253, -0.051, -0.032], [-0.183, -0.012, 0.006], [0.151, -0.256, 0.537], [0.070, 0.029, 0.108], [-0.089, 0.073, -0.253], [0.077, -0.068, 0.137], [0.065, -0.071, 0.037], [-0.076, 0.183, -0.123], [0.026, -0.088, 0.040], [0.085, -0.074, -0.081], [-0.015, -0.039, -0.075], [-0.066, -0.027, -0.008], [-0.073, -0.041, 0.012], [0.074, -0.035, 0.085], [0.091, -0.077, 0.012], [0.018, 0.083, -0.078], [0.095, 0.040, -0.066], [-0.087, 0.066, -0.041], [-0.010, 0.139, -0.010], [-0.062, -0.039, -0.092], [-0.057, -0.073, -0.048], [-0.265, -0.171, 0.126], [0.090, 0.303, 0.022], [-0.103, -0.114, -0.129], [-0.009, 0.040, -0.015], [0.086, 0.145, -0.090], [0.107, 0.073, 0.085], [-0.100, -0.194, -0.035], [0.247, 0.050, 0.168], [0.045, -0.026, -0.108], [0.013, -0.107, 0.090], [0.008, 0.006, 0.065], [0.075, 0.101, 0.036], [0.032, 0.034, -0.050], [-0.036, 0.003, -0.076]], "total_energy_ha": -8293.3635, "homo_lumo_gap_ev": [7.93, 5.35], "spin_multiplicity": 2, "total_charge": 1, "e_above_lowest_kj_mol": 257.0}